<one>
# C3H7N2S2

A cluster of 2 separate species, C3H7N2S2 in total (wB97M-V/def2-TZVPD, the Open Molecules 2025 dataset).

Computed properties:
* charge: +1
* HOMO-LUMO gap (spin up / spin down): 6.3 / 6.2 eV
* HOMO (spin up / spin down): -13.421 / -13.146 eV

Element x y z (Å)
C  -1.1060  0.8439  1.3318
C  -1.9348  0.5723  2.3802
C  -0.2422  -0.0023  0.5386
N  0.2962  0.5212  -0.5428
N  1.7948  -0.9211  -2.2182
S  -2.3153  -0.8063  3.2533
S  0.1422  -1.6108  0.9284
H  -1.0900  1.8764  1.0017
H  -2.4955  1.4299  2.7440
H  0.9372  -0.0503  -1.1875
H  0.0689  1.4671  -0.8158
H  1.5184  -1.8967  -2.2267
H  2.7933  -0.8837  -2.0416
H  1.6328  -0.5395  -3.1454

Results of the Mulliken charge analysis, in e, for atoms 1 through 4: -0.1598, -0.5464, 0.9829, -0.2658

<two>
# C3H7N2S2

The ion C3H7N2S2 with charge +1 (wB97M-V/def2-TZVPD, the Open Molecules 2025 dataset).

Computed properties:
* charge: +1
* structure (SMILES): NCC[n+]1css1
* HOMO-LUMO gap: 8.3 eV
* HOMO: -13.746 eV

Element x y z (Å)
N  -0.7191  0.2632  1.2329
C  -1.2683  -0.1210  -0.0894
C  -0.1359  -0.8929  -0.8570
N  0.9694  -0.1612  -0.8444
C  1.6654  0.1759  0.2546
S  2.3482  1.7205  -0.1131
S  1.4495  1.2694  -1.9704
H  -0.6223  1.2278  1.3870
H  -1.0475  -0.1151  2.0526
H  -1.6169  0.8263  -0.5108
H  -2.0806  -0.9064  0.1674
H  0.0412  -1.6956  -0.1090
H  -0.4048  -1.2940  -1.8287
H  1.4217  -0.2971  1.2284

Results of the Mulliken charge analysis, in e, for atoms 1 through 4: -0.4444, -0.4626, -0.5583, 0.0283

Stability ranking, top and bottom: <one> is the most stable and <two> is the least stable.

<one>
# CH4N4

The molecule CH4N4 (wB97M-V/def2-TZVPD, the Open Molecules 2025 dataset).

Computed properties:
* structure (SMILES): C1N=NNN1
* HOMO-LUMO gap: 10.3 eV
* HOMO: -9.171 eV

Element x y z (Å)
C  0.2681  -0.2868  -0.8457
N  -0.2690  0.9493  -1.4402
N  -0.2221  1.8063  -0.6135
N  0.3630  1.2656  0.7132
N  0.0786  -0.0443  0.5807
H  -0.2863  -1.1962  -1.1354
H  1.3384  -0.2786  -1.2016
H  -0.2417  1.7532  1.3842
H  -0.7882  -0.2286  0.9078

Results of the Mulliken charge analysis, in e, for atoms 1 through 4: -0.2292, -0.1560, -0.1370, -0.2975

<two>
# CH4N4

A cluster of 2 separate species, CH4N4 in total (wB97M-V/def2-TZVPD, the Open Molecules 2025 dataset).

Computed properties:
* HOMO-LUMO gap: 10.1 eV
* HOMO: -9.153 eV

Element x y z (Å)
C  -1.0762  -0.1383  -0.8129
N  3.6611  0.8745  0.0659
N  2.8489  0.0705  0.2373
N  -0.2585  0.1885  0.0863
N  2.0407  -0.8378  0.3919
H  -1.6928  0.5928  -1.1255
H  -0.8453  -1.0227  -1.3224
H  -0.4794  1.1404  0.5123
H  1.1633  -0.7760  0.8322

Results of the Mulliken charge analysis, in e, for atoms 1 through 4: -0.3434, -0.3928, 0.7358, -0.4091

Stability ranking, top and bottom: <one> is the most stable and <two> is the least stable.

<one>
# C15H48N6O9

A cluster of 9 separate species, C15H48N6O9 in total (wB97M-V/def2-TZVPD, the Open Molecules 2025 dataset).

Computed properties:
* structure (SMILES): NC(N)=O.NC(N)=O.NC(N)=O.CC(C)O.CC(C)O.CC(C)O.CO.CO.CO
* HOMO-LUMO gap: 8.5 eV
* HOMO: -8.598 eV

Element x y z (Å)
N  0.1380  -3.1260  2.9003
C  -0.8820  -2.8540  2.1663
N  -1.9630  -2.6600  2.8533
O  -0.8230  -2.6990  0.8113
H  1.0320  -3.3480  2.3993
H  0.1160  -3.4990  3.8753
H  -2.7850  -2.5030  2.2483
H  -2.0700  -2.7620  3.9233
N  -1.2770  -0.1390  3.7603
C  -0.0500  0.2530  3.7823
N  0.7530  -0.7830  3.8903
O  0.3710  1.4980  3.9173
H  -2.0010  0.5330  3.6223
H  -1.6270  -1.0870  3.4463
H  1.7870  -0.7240  4.0823
H  0.4090  -1.7490  3.4773
N  2.3070  -0.2340  1.5743
C  3.4300  -0.3240  2.2453
N  4.4280  -0.5950  1.4283
O  3.4400  -0.3100  3.5993
H  1.5290  -0.1060  2.2123
H  2.0840  -0.3380  0.6023
H  5.3660  -0.7250  1.8543
H  4.3260  -0.4700  0.4443
C  -0.4020  1.1960  -3.7577
C  -1.7090  0.2940  -3.7637
C  -3.0150  1.0900  -3.6317
O  -1.7230  -0.5050  -4.7407
H  -0.2430  1.6000  -2.7477
H  -0.5450  1.9360  -4.6007
H  0.5110  0.6840  -4.1207
H  -1.6860  -0.3750  -2.8867
H  -3.0740  1.5710  -2.6297
H  -3.9420  0.4620  -3.8147
H  -3.0240  1.8390  -4.4347
H  -2.4350  -1.1610  -4.6347
C  2.4740  3.1110  -1.8667
C  3.5420  2.1520  -2.3017
C  4.3530  1.4960  -1.1367
O  3.1320  1.1470  -2.8937
H  1.5940  2.5910  -1.3867
H  1.9570  3.3970  -2.7337
H  2.8760  3.8840  -1.2137
H  4.2360  2.7360  -2.9307
H  5.0210  0.7380  -1.5267
H  3.7070  1.0190  -0.3387
H  4.8920  2.3410  -0.6507
H  2.9880  1.4570  -3.8357
C  -3.7950  -0.8930  -0.0527
C  -4.5180  -2.1410  0.4063
C  -4.2180  -3.3910  -0.3997
O  -4.3530  -2.4710  1.6363
H  -2.7320  -1.1470  -0.0887
H  -3.8570  -0.0390  0.6623
H  -4.1160  -0.5340  -1.0377
H  -5.6220  -2.0280  0.2303
H  -3.1640  -3.7260  -0.2917
H  -4.5030  -3.3290  -1.4507
H  -4.6800  -4.2430  0.0093
H  -4.9460  -3.1950  1.8583
C  -1.1520  1.0950  0.5363
O  0.0230  1.5650  0.0123
H  -1.8930  1.1070  -0.3327
H  -1.5650  1.7490  1.2703
H  -1.0870  0.0690  0.8933
H  0.5360  0.8860  -0.4687
C  1.8200  3.7260  1.5933
O  2.6620  2.6720  1.2893
H  1.2700  3.3980  2.4823
H  1.1990  4.0170  0.7823
H  2.4430  4.5780  1.8473
H  2.2350  1.8990  1.5793
C  0.8360  -1.1480  -1.6007
O  1.9770  -0.5510  -1.0987
H  0.7460  -2.1250  -1.1757
H  0.6900  -1.2080  -2.6647
H  -0.0010  -0.6480  -1.2587
H  2.2440  0.1040  -1.7077

Results of the Mulliken charge analysis, in e, for atoms 1 through 4: -0.3766, -0.1280, -0.5074, -0.6331

<two>
# C15H48N6O9

A cluster of 9 separate species, C15H48N6O9 in total (wB97M-V/def2-TZVPD, the Open Molecules 2025 dataset).

Computed properties:
* structure (SMILES): NC(N)=O.NC(N)=O.NC(N)=O.CC(C)O.CC(C)O.CC(C)O.CO.CO.CO
* HOMO-LUMO gap: 7.8 eV
* HOMO: -8.011 eV

Element x y z (Å)
N  0.5139  -2.0462  1.7872
C  -0.7328  -1.6759  1.8555
N  -0.9444  -0.8886  2.8396
O  -1.7401  -1.9996  0.9222
H  0.8968  -2.2291  0.8134
H  1.2547  -1.7871  2.5033
H  -1.8712  -0.6117  3.1564
H  -0.1412  -0.5111  3.3469
N  2.3793  -1.3793  3.4869
C  2.0766  -0.1357  3.4438
N  1.0841  0.1950  4.2186
O  2.7549  0.8163  2.6218
H  3.3324  -1.6083  3.0465
H  2.1225  -1.9350  4.3054
H  0.8280  1.2043  4.1540
H  0.8178  -0.3808  4.9900
N  5.4572  0.3905  0.2486
C  4.4401  -0.0959  -0.4162
N  4.3899  0.0683  -1.6833
O  3.4276  -0.7320  0.2569
H  5.4752  0.3657  1.3120
H  6.0361  1.1557  -0.1528
H  3.5304  -0.1457  -2.2186
H  5.1928  0.2338  -2.3261
C  1.3801  -0.9505  -4.9702
C  1.2911  0.0087  -3.8139
C  -0.1488  0.3905  -3.6056
O  1.7938  -0.3352  -2.7595
H  2.3951  -1.4535  -5.0238
H  1.0934  -0.5605  -5.9796
H  0.6242  -1.7408  -4.7409
H  1.8810  0.8554  -4.1026
H  -0.1912  1.3144  -2.9761
H  -0.7154  -0.4397  -3.1044
H  -0.5809  0.6298  -4.6031
H  1.5906  0.2662  -2.0663
C  -3.5890  -2.0474  -2.1801
C  -3.9156  -0.6942  -1.6216
C  -3.9872  0.3798  -2.7124
O  -4.9961  -0.6299  -1.0083
H  -2.6262  -1.9429  -2.6524
H  -4.4564  -2.2725  -2.8695
H  -3.4840  -2.7710  -1.3329
H  -3.1359  -0.5192  -0.8767
H  -4.3923  1.3401  -2.3046
H  -4.5877  -0.0275  -3.4600
H  -3.0291  0.5143  -3.0949
H  -4.9959  0.1586  -0.4214
C  0.2822  2.1105  1.2198
C  0.5148  1.0423  0.1409
C  -0.8534  0.7212  -0.4078
O  1.3947  1.2768  -0.7702
H  -0.2839  2.9598  0.8621
H  1.1545  2.4935  1.7186
H  -0.3740  1.6489  1.9704
H  0.9794  0.2368  0.7214
H  -0.6812  -0.1704  -0.9884
H  -1.2779  1.5916  -0.9822
H  -1.4928  0.4075  0.3976
H  2.2529  1.3945  -0.4446
C  -4.2289  1.0941  1.2553
O  -5.5487  1.3001  0.7912
H  -3.4964  1.4914  0.6162
H  -3.9294  0.0239  1.3039
H  -4.1831  1.5907  2.2752
H  -6.1533  1.1786  1.5288
C  1.5588  3.2137  4.8161
O  0.2195  2.7604  4.8064
H  1.5124  4.2749  4.9805
H  2.1204  3.1014  3.8304
H  2.0858  2.7184  5.6522
H  0.1478  2.1547  5.5625
C  0.5362  -2.9253  -1.9972
O  1.0645  -2.3599  -0.8488
H  -0.4764  -2.6037  -2.1255
H  0.4990  -4.0099  -1.9686
H  1.1260  -2.7331  -2.9654
H  1.7326  -1.7242  -1.1820

Results of the Mulliken charge analysis, in e, for atoms 1 through 4: -0.3539, 0.1125, -0.0476, -0.6498

Stability ranking, top and bottom: <one> is the most stable and <two> is the least stable.